[1]
Computed, not measured: the molecule C17H18N4O3S3, with the ωB97M-V functional and the def2-TZVPD basis.

Last columns: bonded neighbours and bond lengths (Å).
Atoms and positions in Å:
1 O -1.668 1.996 -7.269  C2 1.210
2 C -1.745 2.164 -6.073  O1 1.210, C3 1.430, N27 1.430
3 C -1.000 1.533 -5.028  C2 1.430, C4 1.367, H28 1.077
4 C -1.203 1.839 -3.712  C3 1.367, C5 1.491, N22 1.354
5 C -0.442 1.173 -2.616  C4 1.491, S6 1.835, H29 1.088, H30 1.088
6 S -1.144 -0.497 -2.322  C5 1.835, C7 1.748
7 C -0.021 -1.080 -1.116  S6 1.748, C8 1.401, N21 1.326
8 C -0.185 -2.371 -0.598  C7 1.401, C9 1.378, H31 1.078
9 C 0.707 -2.796 0.362  C8 1.378, C10 1.390, H32 1.079
10 C 1.722 -1.932 0.758  C9 1.390, S11 1.791, C20 1.381
11 S 2.837 -2.399 2.079  C10 1.791, O12 1.432, O13 1.431, N14 1.660
12 O 2.875 -3.828 2.155  S11 1.432
13 O 4.057 -1.668 1.925  S11 1.431
14 N 2.090 -1.844 3.454  S11 1.660, C15 1.443, C19 1.443
15 C 2.031 -0.410 3.608  N14 1.443, C16 1.527, H33 1.090, H34 1.103
16 C 1.772 -0.068 5.073  C15 1.527, C17 1.527, H35 1.090, H36 1.091
17 C 0.486 -0.743 5.543  C16 1.527, C18 1.527, H37 1.091, H38 1.093
18 C 0.586 -2.249 5.311  C17 1.527, C19 1.527, H39 1.091, H40 1.090
19 C 0.879 -2.527 3.839  N14 1.443, C18 1.527, H41 1.090, H42 1.104
20 C 1.807 -0.683 0.175  C10 1.381, N21 1.322, H43 1.081
21 N 0.953 -0.262 -0.742  C7 1.326, C20 1.322
22 N -2.114 2.751 -3.299  C4 1.354, C23 1.294
23 C -2.807 3.336 -4.222  N22 1.294, S24 1.737, N27 1.361
24 S -4.027 4.532 -3.907  C23 1.737, C25 1.742
25 C -4.327 4.672 -5.617  S24 1.742, C26 1.340, H44 1.070
26 C -3.540 3.858 -6.332  C25 1.340, N27 1.374, H45 1.075
27 N -2.687 3.108 -5.558  C2 1.430, C23 1.361, C26 1.374
28 H -0.270 0.798 -5.326  C3 1.077
29 H 0.606 1.026 -2.869  C5 1.088
30 H -0.539 1.732 -1.688  C5 1.088
31 H -0.990 -2.995 -0.953  C8 1.078
32 H 0.653 -3.780 0.801  C9 1.079
33 H 2.992 -0.017 3.275  C15 1.090
34 H 1.231 0.018 2.980  C15 1.103
35 H 2.610 -0.426 5.671  C16 1.090
36 H 1.702 1.015 5.186  C16 1.091
37 H 0.318 -0.536 6.601  C17 1.091
38 H -0.362 -0.343 4.982  C17 1.093
39 H -0.342 -2.745 5.597  C18 1.091
40 H 1.399 -2.656 5.914  C18 1.090
41 H 1.047 -3.590 3.664  C19 1.090
42 H 0.027 -2.191 3.222  C19 1.104
43 H 2.600 -0.001 0.446  C20 1.081
44 H -5.071 5.353 -5.975  C25 1.070
45 H -3.502 3.731 -7.399  C26 1.075

Total charge: 0
Orbital gap in eV: 8.67
Electronic energy in eV: -62530.022


[2]
Computed, not measured: a cluster of 3 separate species, C20H38ClFNO9 in total, with the ωB97M-V functional and the def2-TZVPD basis.

Last columns: bonded neighbours and bond lengths (Å).
Atoms and positions in Å:
1 C 0.115 4.651 1.792  C2 1.514, H21 1.086, H22 1.083, H23 1.084
2 C 1.136 3.882 2.603  C1 1.514, O3 1.423, H24 1.088, H25 1.086
3 O 0.548 2.718 3.173  C2 1.423, C4 1.395
4 C 1.155 1.503 2.851  O3 1.395, C5 1.552, H26 1.088, H27 1.089
5 C 0.631 0.861 1.540  C4 1.552, C6 1.532, C10 1.551, C20 1.577
6 C -0.796 1.273 1.166  C5 1.532, C7 1.494, H28 1.084, H29 1.082
7 C -1.773 0.254 1.654  C6 1.494, O8 1.222, F9 1.368
8 O -2.273 0.160 2.766  C7 1.222
9 F -2.022 -0.700 0.705  C7 1.368
10 C 0.859 -0.673 1.509  C5 1.551, C11 1.507, H30 1.095, H31 1.082
11 C 1.102 -0.943 0.046  C10 1.507, C12 1.521, N16 1.489, H32 1.090
12 C 1.237 -2.375 -0.449  C11 1.521, C13 1.523, H33 1.085, H34 1.087
13 C -0.028 -2.828 -1.164  C12 1.523, C14 1.524, H35 1.084, H36 1.084
14 C -0.210 -2.154 -2.519  C13 1.524, Cl15 1.783, H37 1.082, H38 1.079
15 Cl -1.878 -1.585 -2.791  C14 1.783
16 N 2.176 0.055 -0.211  C11 1.489, C17 1.483, C20 1.523, H39 1.023
17 C 2.837 0.145 -1.535  N16 1.483, C18 1.513, H40 1.085, H41 1.081
18 C 4.089 -0.702 -1.606  C17 1.513, O19 1.404, H42 1.092, H43 1.089
19 O 4.370 -0.881 -2.970  C18 1.404, H44 0.957
20 C 1.608 1.332 0.395  C5 1.577, N16 1.523, H45 1.080, H46 1.085
21 H -0.022 4.250 0.791  C1 1.086
22 H -0.828 4.632 2.324  C1 1.083
23 H 0.395 5.693 1.692  C1 1.084
24 H 2.024 3.659 2.017  C2 1.088
25 H 1.463 4.536 3.407  C2 1.086
26 H 0.903 0.817 3.658  C4 1.088
27 H 2.241 1.591 2.853  C4 1.089
28 H -0.909 1.382 0.094  C6 1.084
29 H -1.069 2.224 1.604  C6 1.082
30 H 1.799 -0.842 2.045  C10 1.095
31 H 0.136 -1.310 2.002  C10 1.082
32 H 0.227 -0.568 -0.484  C11 1.090
33 H 1.453 -3.072 0.353  C12 1.085
34 H 2.055 -2.491 -1.156  C12 1.087
35 H 0.049 -3.896 -1.334  C13 1.084
36 H -0.906 -2.694 -0.542  C13 1.084
37 H 0.427 -1.284 -2.619  C14 1.082
38 H 0.023 -2.831 -3.325  C14 1.079
39 H 2.926 -0.208 0.432  N16 1.023
40 H 3.160 1.175 -1.651  C17 1.085
41 H 2.165 -0.054 -2.358  C17 1.081
42 H 3.965 -1.662 -1.101  C18 1.092
43 H 4.918 -0.199 -1.109  C18 1.089
44 H 5.310 -1.039 -3.059  O19 0.957
45 H 2.481 1.893 0.696  C20 1.080
46 H 1.117 1.851 -0.421  C20 1.085
47 C 1.368 -5.333 4.977  O48 1.430, H53 1.085, H54 1.088, H55 1.088
48 O -0.029 -5.045 4.874  C47 1.430, C49 1.323
49 C -0.333 -4.038 4.072  O48 1.323, O50 1.211, O51 1.327
50 O 0.455 -3.368 3.443  C49 1.211
51 O -1.650 -3.880 4.070  C49 1.327, C52 1.427
52 C -2.077 -2.807 3.232  O51 1.427, H56 1.090, H57 1.082, H58 1.085
53 H 1.459 -6.172 5.659  C47 1.085
54 H 1.775 -5.612 4.007  C47 1.088
55 H 1.907 -4.479 5.381  C47 1.088
56 H -1.783 -2.993 2.199  C52 1.090
57 H -1.666 -1.870 3.586  C52 1.082
58 H -3.160 -2.760 3.289  C52 1.085
59 C -3.726 4.843 -6.009  O60 1.431, H65 1.085, H66 1.088, H67 1.088
60 O -4.078 4.010 -4.901  C59 1.431, C61 1.329
61 C -3.719 2.737 -5.039  O60 1.329, O62 1.201, O63 1.333
62 O -3.142 2.262 -5.979  C61 1.201
63 O -4.107 2.076 -3.949  C61 1.333, C64 1.430
64 C -3.787 0.683 -3.969  O63 1.430, H68 1.082, H69 1.089, H70 1.087
65 H -4.074 5.842 -5.765  C59 1.085
66 H -2.647 4.860 -6.150  C59 1.088
67 H -4.218 4.501 -6.917  C59 1.088
68 H -2.717 0.544 -4.041  C64 1.082
69 H -4.288 0.187 -4.799  C64 1.089
70 H -4.148 0.267 -3.033  C64 1.087

Total charge: +1
Orbital gap in eV: 9.74
Electronic energy in eV: -56507.082


[3]
Computed, not measured: the ion C3H10N4S with charge +2, with the ωB97M-V functional and the def2-TZVPD basis.

Last columns: bonded neighbours and bond lengths (Å).
Atoms and positions in Å:
1 C 1.863 0.488 -0.617  N2 1.412, H9 1.103, H10 1.103, H11 1.103
2 N 0.541 0.516 -1.113  C1 1.412, C3 1.349, C6 1.590
3 C -0.014 1.430 -1.934  N2 1.349, N4 1.318, H12 1.115
4 N -1.309 1.264 -2.115  C3 1.318, S5 1.693, H13 1.004
5 S -2.138 -0.013 -1.375  N4 1.693, C6 1.918
6 C -0.527 -0.441 -0.425  N2 1.590, S5 1.918, N7 1.396, H14 1.093
7 N -0.780 -0.216 0.929  C6 1.396, N8 1.437, H15 1.012
8 N -1.294 -1.300 1.722  N7 1.437, H16 1.103, H17 1.054, H18 1.007
9 H 2.531 0.038 -1.370  C1 1.103
10 H 2.185 1.519 -0.397  C1 1.103
11 H 2.066 -0.159 0.253  C1 1.103
12 H 0.530 2.345 -2.262  C3 1.115
13 H -1.851 1.514 -2.923  N4 1.004
14 H -0.110 -1.450 -0.380  C6 1.093
15 H -1.173 0.714 0.986  N7 1.012
16 H -0.668 -2.181 1.500  N8 1.103
17 H -2.218 -1.612 1.322  N8 1.054
18 H -1.364 -1.114 2.708  N8 1.007

Total charge: +2
Orbital gap in eV: 9.48
ΔE to the lowest compared entry with this formula, charge and spin in kcal per mole: 0.15
Electronic energy in eV: -20048.743


Number 1: HOMO energy -8.6 eV. Number 2: HOMO energy -12.5 eV. Number 3: HOMO energy -17.4 eV.